The following is a DFT calculation (ωB97M-V/def2-TZVPD) of a cluster of 5 separate species, C35H78N5O3 in total in a non-equilibrium geometry.

Last column: Löwdin charge in e.
Geometry (Å):
N (-0.213, -0.113, 0.034)  -0.584
O (0.128, -0.887, -0.887)  -0.075
O (-1.388, -0.073, 0.426)  -0.036
O (0.640, 0.664, 0.528)  -0.045
C (3.690, 4.553, 3.651)  -0.092
C (2.652, 3.496, 3.512)  -0.263
C (1.395, 3.753, 4.339)  -0.103
N (0.182, 2.894, 3.947)  -0.261
C (0.584, 1.446, 3.994)  0.024
C (-0.447, 3.144, 2.587)  -0.091
C (-1.871, 2.605, 2.706)  -0.161
C (-2.254, 2.656, 4.133)  -0.143
C (-1.017, 3.281, 4.858)  -0.046
H (3.920, 4.647, 4.702)  0.087
H (3.452, 5.563, 3.327)  0.089
H (4.617, 4.320, 3.166)  0.074
H (3.058, 2.512, 3.704)  0.105
H (2.381, 3.334, 2.442)  0.113
H (1.076, 4.819, 4.094)  0.156
H (1.565, 3.653, 5.413)  0.147
H (1.226, 1.281, 3.089)  0.103
H (-0.320, 0.830, 3.808)  0.098
H (1.079, 1.139, 4.897)  0.112
H (0.199, 2.689, 1.843)  0.098
H (-0.413, 4.239, 2.452)  0.148
H (-1.961, 1.605, 2.300)  0.091
H (-2.474, 3.211, 2.048)  0.125
H (-2.528, 1.723, 4.622)  0.118
H (-3.079, 3.317, 4.424)  0.130
H (-0.893, 2.805, 5.811)  0.131
H (-0.989, 4.372, 4.868)  0.138
C (2.981, -1.360, -2.996)  -0.076
C (2.700, 0.090, -2.680)  -0.258
C (3.881, 0.731, -2.026)  -0.119
N (3.875, 2.254, -2.099)  -0.297
C (5.018, 2.808, -1.242)  -0.095
C (5.130, 4.338, -1.284)  -0.126
C (5.422, 4.745, -2.774)  -0.168
C (4.326, 4.207, -3.646)  -0.172
C (4.177, 2.723, -3.501)  -0.110
C (2.603, 2.776, -1.669)  -0.005
H (2.061, -1.826, -3.443)  0.104
H (3.103, -1.880, -2.065)  0.050
H (3.760, -1.402, -3.746)  0.088
H (1.777, 0.113, -1.994)  0.109
H (2.456, 0.640, -3.591)  0.109
H (4.794, 0.425, -2.572)  0.146
H (4.026, 0.500, -0.968)  0.141
H (5.949, 2.376, -1.671)  0.151
H (4.914, 2.305, -0.284)  0.125
H (5.925, 4.683, -0.650)  0.116
H (4.169, 4.827, -0.963)  0.122
H (6.401, 4.401, -3.159)  0.134
H (5.496, 5.833, -2.854)  0.124
H (4.568, 4.277, -4.719)  0.144
H (3.373, 4.739, -3.470)  0.132
H (5.115, 2.178, -3.646)  0.146
H (3.363, 2.273, -4.036)  0.120
H (2.573, 3.853, -1.628)  0.095
H (2.443, 2.371, -0.666)  0.111
H (1.853, 2.404, -2.352)  0.112
C (-1.360, -2.167, 3.302)  -0.027
C (-0.139, -3.101, 2.800)  -0.165
C (-0.242, -3.316, 1.285)  -0.120
N (0.958, -3.919, 0.554)  -0.264
C (1.472, -5.102, 1.353)  -0.094
C (0.431, -6.216, 1.411)  -0.139
C (0.143, -6.613, -0.032)  -0.195
C (-0.347, -5.476, -0.840)  -0.179
C (0.601, -4.274, -0.810)  -0.120
C (2.053, -2.871, 0.427)  0.033
H (-1.082, -1.214, 2.920)  0.030
H (-1.511, -2.162, 4.347)  0.067
H (-2.271, -2.463, 2.801)  0.061
H (-0.200, -4.071, 3.313)  0.110
H (0.810, -2.654, 3.015)  0.090
H (-0.444, -2.334, 0.823)  0.108
H (-1.069, -4.003, 1.134)  0.115
H (1.825, -4.744, 2.319)  0.134
H (2.337, -5.425, 0.759)  0.146
H (-0.445, -5.923, 1.979)  0.113
H (0.931, -7.053, 1.904)  0.137
H (-0.605, -7.420, 0.023)  0.140
H (1.053, -6.919, -0.526)  0.126
H (-1.403, -5.186, -0.624)  0.121
H (-0.420, -5.871, -1.904)  0.152
H (0.148, -3.418, -1.270)  0.126
H (1.590, -4.568, -1.163)  0.144
H (2.869, -3.270, -0.135)  0.100
H (2.311, -2.537, 1.432)  0.110
H (1.621, -2.006, -0.028)  0.057
C (-3.905, 0.492, -5.476)  -0.082
C (-4.653, 0.293, -4.156)  -0.244
C (-4.065, -0.737, -3.252)  -0.175
N (-4.751, -1.020, -1.977)  -0.296
C (-3.894, -2.036, -1.240)  -0.106
C (-4.393, -2.418, 0.137)  -0.161
C (-4.526, -1.177, 1.005)  -0.187
C (-5.407, -0.142, 0.251)  -0.103
C (-4.792, 0.219, -1.159)  -0.077
C (-6.090, -1.571, -2.309)  0.029
H (-4.535, 1.227, -6.019)  0.096
H (-3.903, -0.375, -6.142)  0.086
H (-2.900, 0.894, -5.421)  0.074
H (-5.643, -0.079, -4.467)  0.117
H (-4.843, 1.278, -3.723)  0.115
H (-2.997, -0.539, -3.012)  0.154
H (-4.116, -1.684, -3.831)  0.149
H (-2.909, -1.557, -1.113)  0.121
H (-3.826, -2.913, -1.860)  0.136
H (-3.741, -3.179, 0.563)  0.113
H (-5.411, -2.865, 0.074)  0.126
H (-3.546, -0.851, 1.301)  0.074
H (-4.978, -1.463, 1.950)  0.120
H (-5.380, 0.798, 0.803)  0.118
H (-6.419, -0.544, 0.167)  0.117
H (-3.705, 0.399, -1.000)  0.137
H (-5.250, 1.048, -1.696)  0.131
H (-6.615, -2.060, -1.486)  0.107
H (-5.943, -2.263, -3.157)  0.124
H (-6.705, -0.757, -2.772)  0.130

Calculated values
HOMO-LUMO gap, eV: 10.2
DFT total energy, eV: -51126.8654
F_max, eV Å⁻¹: 3.196
Total charge: +3